[1]
C25H15Cl5CuN3O7 as an isolated structure. Source: OMol25; level of theory: the ωB97M-V functional and the def2-TZVPD basis.

Last column: Mulliken charge in e.
Element x y z (Å)
1 Cu 1.134 -1.250 -0.200  0.23
2 Cl 5.973 -1.591 -5.658  -0.30
3 Cl -2.967 3.629 2.863  -0.29
4 Cl 6.140 -1.435 -0.283  -0.27
5 Cl 1.362 -1.482 -2.851  -0.16
6 Cl -3.349 -0.160 -0.993  -0.26
7 O -0.031 -3.010 0.081  -0.58
8 O -0.948 -4.301 1.676  -0.81
9 O 1.828 1.760 -0.869  -0.75
10 O -1.147 -4.371 4.000  -0.65
11 O 0.091 0.508 -0.141  -0.51
12 O -0.450 -3.309 5.829  -0.72
13 O 3.201 -1.440 -0.481  -0.67
14 N 1.579 -0.889 3.051  -0.14
15 N 1.205 -1.520 1.943  -0.07
16 N -3.234 2.716 0.058  0.01
17 C -1.830 2.988 -3.887  -0.70
18 C -2.821 1.970 2.323  0.88
19 C -3.617 3.044 -2.298  -0.40
20 C 0.664 1.573 -0.506  0.61
21 C -0.229 -3.337 1.263  1.05
22 C -2.715 2.835 -1.257  -0.28
23 C 3.747 -1.519 -4.090  -0.87
24 C -2.558 0.994 3.266  -0.87
25 C -2.431 -0.324 2.859  -0.29
26 C -0.473 -3.431 4.613  0.68
27 C 0.411 -2.498 2.325  -0.01
28 C -0.928 2.853 -2.849  -0.72
29 C 0.279 -2.504 3.738  0.37
30 C 3.100 -1.483 -2.873  0.72
31 C 1.048 -1.443 4.160  -0.75
32 C -2.918 0.336 0.599  0.75
33 C -1.336 2.818 -1.513  0.68
34 C -2.967 1.699 0.957  -0.74
35 C 5.864 -1.507 -2.948  -0.85
36 C 5.195 -1.466 -1.743  0.36
37 C -3.184 3.129 -3.609  -0.45
38 C 3.769 -1.456 -1.603  -0.17
39 C -2.629 -0.646 1.527  -0.71
40 C -0.275 2.829 -0.447  -0.67
41 C 5.132 -1.533 -4.124  0.59
42 H -0.705 2.894 0.551  0.24
43 H 2.186 -0.092 2.967  0.14
44 H 0.135 2.776 -3.051  0.45
45 H -2.201 -1.098 3.580  0.49
46 H -2.579 -1.675 1.195  0.47
47 H 6.945 -1.515 -2.969  0.38
48 H -3.901 3.271 -4.409  0.35
49 H -1.480 2.995 -4.913  0.38
50 H -3.712 3.517 0.428  0.26
51 H 3.165 -1.533 -5.001  0.40
52 H 1.231 -1.064 5.151  0.54
53 H -2.443 1.276 4.304  0.43
54 H -4.674 3.103 -2.066  0.39
55 H -1.024 -4.322 2.933  0.46
56 H 0.374 3.691 -0.611  0.34

Output
LUMO energy in Ha: 0.1453
E_tot in a.u.: -5594.30042
HOMO level in eV: -1.49
Net charge: -2

=====

[2]
A 2-piece molecular cluster, C7H12O overall. Source: OMol25; level of theory: the ωB97M-V functional and the def2-TZVPD basis.

Last column: Mulliken charge in e.
Element x y z (Å)
1 O 0.509 0.500 2.979  -0.59
2 C -2.529 -0.217 1.202  -0.62
3 C -0.976 -0.838 -0.562  -0.05
4 C 1.032 0.393 -1.398  0.37
5 C -0.049 0.190 -0.437  -0.05
6 C -1.825 -1.169 0.541  -0.01
7 C 2.398 -0.167 -1.034  -1.21
8 C 0.851 1.090 -2.505  -0.94
9 H 1.238 0.019 3.377  0.31
10 H 0.410 1.255 3.563  0.31
11 H -1.756 -2.247 0.719  0.37
12 H 1.556 1.308 -3.301  0.32
13 H 2.420 -1.222 -1.303  0.33
14 H 3.186 0.353 -1.558  0.40
15 H -0.100 1.549 -2.794  0.27
16 H -3.167 -0.461 2.042  0.29
17 H -0.007 0.851 0.425  0.42
18 H -0.889 -1.499 -1.414  0.45
19 H 2.563 -0.143 0.044  0.32
20 H -2.525 0.805 0.840  0.33

Output
Spin multiplicity: 2
LUMO energy (spin up / spin down) in Ha: -0.1659 / -0.2900
E_tot in a.u.: -348.77392
HOMO level (spin up / spin down) in eV: -13.79 / -13.73
Net charge: +1

=====

[3]
C28H20F6MgN2O5S8 as an isolated structure. Source: OMol25; level of theory: the ωB97M-V functional and the def2-TZVPD basis.

Last column: Mulliken charge in e.
Element x y z (Å)
1 S 0.478 -1.037 -3.202  0.65
2 S -1.807 4.268 5.656  -0.41
3 S -1.892 1.512 0.473  -0.13
4 S -1.394 -1.166 0.000  1.29
5 S -1.016 1.376 -3.425  1.01
6 S 0.068 4.111 3.325  -0.17
7 S -2.367 2.684 3.174  -0.08
8 S 1.111 3.269 0.669  -0.50
9 Mg 0.927 1.226 -1.058  2.28
10 F 2.775 -2.161 -3.705  -0.24
11 F 2.598 -0.181 -4.561  -0.17
12 F 1.549 -1.839 -5.461  -0.24
13 F -1.363 3.628 -4.698  -0.21
14 F -1.008 1.938 -6.001  -0.22
15 F 0.636 2.824 -4.906  -0.18
16 O 1.054 -0.790 -1.887  -0.66
17 O -1.701 -0.737 -1.393  -0.57
18 O -0.485 2.091 -2.277  -0.65
19 O -0.277 -2.239 -3.357  -0.62
20 O -2.412 1.128 -3.510  -0.62
21 N -0.084 0.221 -3.877  -0.40
22 N 2.154 0.202 0.550  0.53
23 C -0.985 -2.929 -0.107  -1.48
24 C -6.738 -1.639 2.847  -1.54
25 C -5.417 -1.587 2.126  1.19
26 C -5.339 -1.131 0.814  -0.73
27 C 3.436 2.301 -2.856  -0.27
28 C -2.966 -1.380 0.833  0.13
29 C -4.119 -1.017 0.164  -0.39
30 C -3.015 -1.837 2.140  -0.84
31 C 3.845 0.760 -1.088  0.85
32 C -0.654 2.504 -4.842  0.43
33 C -1.412 3.755 4.107  0.06
34 C 4.327 -0.681 0.960  -1.01
35 C 3.407 0.066 0.161  1.06
36 C -0.189 3.254 1.814  0.37
37 C 5.166 0.617 -1.539  -0.85
38 C 1.744 -0.307 1.751  -0.91
39 C 5.619 1.329 -2.636  -0.76
40 C -4.240 -1.941 2.779  -0.89
41 C 1.943 -1.297 -4.301  0.41
42 C 2.117 -1.580 3.800  -0.85
43 C 0.842 -1.301 4.211  -1.01
44 C -1.361 2.565 1.737  -0.22
45 C 2.924 1.593 -1.762  -0.48
46 C 0.433 -0.032 2.197  0.62
47 C 3.924 -1.257 2.121  -1.23
48 C 2.596 -1.076 2.571  1.38
49 C 4.751 2.196 -3.287  -0.64
50 C -0.002 -0.511 3.402  -0.77
51 H 4.615 -1.837 2.723  0.38
52 H -6.758 -2.445 3.583  0.38
53 H 6.641 1.210 -2.977  0.35
54 H 5.352 -0.787 0.645  0.29
55 H -1.000 -0.254 3.739  0.75
56 H -1.816 -3.484 -0.540  0.37
57 H -4.036 -0.624 -0.841  0.42
58 H 5.865 -0.051 -1.053  0.26
59 H -6.245 -0.833 0.299  0.31
60 H -0.218 0.577 1.582  -0.37
61 H -7.563 -1.794 2.150  0.37
62 H -0.107 -2.992 -0.747  0.37
63 H 0.482 -1.670 5.164  0.37
64 H -2.099 -2.077 2.670  0.38
65 H 2.786 -2.172 4.417  0.38
66 H -4.281 -2.284 3.808  0.32
67 H 2.777 2.968 -3.403  0.28
68 H 5.097 2.774 -4.139  0.36
69 H -0.749 -3.288 0.896  0.43
70 H -6.925 -0.703 3.378  0.28

Output
LUMO energy in Ha: 0.1494
E_tot in a.u.: -5549.66086
HOMO level in eV: -0.89
Net charge: -2